(1)
107
Properties=species:S:1:pos:R:3:forces:R:3:mulliken_charge:R:1 method="wB97M-V/def2-TZVPD" gap_ev=9.00 fmax_ha_per_bohr=0.0733 multiplicity=1 e_lumo_ev=-0.02 smiles="O=S1(=O)OCCO1.O=S1(=O)OCCO1.O=S1(=O)OCCO1.CNC(C)=O.CNC(C)=O.CNC(C)=O.CNC(C)=O.C1CCOC1.C1CCOC1" relative_energy_kcal_mol=66.1
O -3.02581 4.05870 0.60806 1.20 0.08 -0.43 -0.23
S -2.41736 4.79013 1.67097 -0.36 -0.78 1.11 0.91
O -3.30968 5.65184 2.38374 1.84 0.02 -0.26 -0.63
O -1.73330 3.72857 2.69914 -1.60 0.62 -1.02 -0.44
C -0.44854 3.38993 2.24395 2.53 0.69 0.77 0.55
C -0.00184 4.38615 1.09593 -0.80 -1.35 1.00 0.00
O -0.94169 5.43888 1.27774 -2.08 0.61 -0.41 -0.43
H 0.15094 3.64634 3.12012 0.43 -0.24 -0.13 0.12
H -0.26406 2.33613 2.04600 -0.66 0.06 -0.39 -0.33
H -0.07548 3.90378 0.12064 -0.15 0.21 -0.11 -0.04
H 0.99385 4.79273 1.25559 -0.10 -0.11 0.07 0.49
O 6.45477 -4.81184 -0.14291 -1.57 -0.84 0.96 -0.54
S 5.28048 -5.49233 0.34934 -0.46 0.96 -1.19 1.05
O 4.89274 -6.75878 -0.19264 0.23 0.90 0.26 -0.55
O 5.23900 -5.65046 1.92989 0.59 -0.31 0.52 -0.34
C 4.44596 -4.64603 2.53531 -1.38 -0.37 1.25 -0.54
C 3.31415 -4.43254 1.54890 0.65 1.17 -0.54 0.49
O 4.01475 -4.40605 0.32103 1.52 -0.68 -1.33 -0.24
H 3.95517 -4.95234 3.46212 0.54 -0.89 0.09 0.39
H 5.06409 -3.80622 2.85284 -0.13 0.41 -0.80 0.39
H 2.87457 -3.44620 1.70478 -0.16 -0.02 -0.17 -0.34
H 2.53653 -5.18638 1.42032 0.11 -0.27 0.90 0.21
O -4.87170 4.22534 -1.35933 -0.59 0.24 -1.74 -0.41
S -4.49232 4.93665 -2.55004 1.34 0.55 0.72 1.03
O -5.47434 5.52088 -3.47550 2.83 -1.55 1.96 -0.58
O -3.40960 6.03113 -1.96451 -1.15 0.41 -0.94 -0.36
C -2.04401 5.65177 -2.07905 0.25 -0.17 0.12 -0.30
C -1.99789 4.20415 -2.59521 -1.44 -0.03 0.97 0.27
O -3.28103 4.09282 -3.30354 -0.58 0.26 -0.77 -0.40
H -1.50469 6.28287 -2.78654 -0.39 0.23 -0.16 0.34
H -1.61663 5.84217 -1.09569 0.16 -0.45 -0.02 0.09
H -2.03009 3.40841 -1.84999 0.04 0.36 0.46 -0.24
H -1.10687 4.00832 -3.18944 -0.55 0.15 -0.77 0.56
C 2.22337 -1.86455 -4.78099 0.38 -0.50 0.26 -1.05
N 1.58826 -2.91529 -3.95394 -0.15 1.74 -1.50 -0.07
C 2.33025 -3.82559 -3.28855 -1.76 -0.29 1.69 0.71
C 1.51909 -4.71058 -2.29477 1.33 0.82 -0.92 -0.74
O 3.51904 -3.90403 -3.36308 1.73 0.04 -0.38 -0.63
H 3.15497 -1.56984 -4.29910 0.11 -0.23 -0.13 0.38
H 1.64054 -0.94905 -4.87577 -0.54 -0.34 0.25 0.26
H 2.43025 -2.23182 -5.78638 0.17 0.01 0.00 0.38
H 0.58701 -2.93250 -4.06708 0.03 -0.42 0.56 0.19
H 0.81925 -4.07890 -1.74914 -0.65 -0.41 -0.42 0.27
H 2.21888 -5.09322 -1.55399 0.09 -0.23 -0.28 -0.01
H 1.17952 -5.49542 -2.97021 -0.81 -0.23 0.70 0.37
C -3.26873 0.49045 0.36459 1.73 0.89 -1.79 -0.28
N -4.42381 1.18947 -0.09087 0.96 -0.31 0.85 0.28
C -5.67011 0.81961 0.08298 -2.22 -1.23 -0.01 0.79
C -6.10631 -0.51396 0.66770 0.22 -0.74 -0.02 -1.04
O -6.50683 1.57205 -0.34574 -2.13 0.90 -0.17 -0.66
H -2.59098 0.56077 -0.49167 0.48 0.06 0.20 -0.47
H -3.35379 -0.59242 0.41363 -0.51 0.19 0.86 0.46
H -2.74433 1.05065 1.13925 -0.12 -0.68 0.57 0.04
H -4.45525 2.19540 -0.20081 0.86 0.15 -0.36 -0.05
H -6.84590 -0.44711 1.46545 0.34 0.69 0.24 0.31
H -5.28828 -1.15272 0.99948 -0.07 0.01 0.08 0.28
H -6.69264 -1.07319 -0.06320 0.34 0.14 -0.44 0.27
C -2.89341 -2.41245 -5.84647 0.21 0.79 -0.02 -0.82
N -3.39953 -1.29678 -5.06108 -0.51 -0.22 0.33 -0.23
C -2.54785 -0.39487 -4.51827 2.22 -1.07 0.88 0.51
C -3.11747 0.78788 -3.82892 -0.87 0.63 -0.51 -0.43
O -1.32520 -0.57788 -4.57235 -0.53 0.36 -0.29 -0.63
H -3.60863 -2.59178 -6.64737 0.14 -0.34 0.03 0.31
H -2.65252 -3.31023 -5.27680 -0.25 -0.03 0.10 0.26
H -1.95623 -2.03033 -6.24931 -0.04 -0.29 -0.26 0.31
H -4.28170 -1.39373 -4.58072 -0.17 0.14 -0.39 0.25
H -3.15942 0.79152 -2.74004 0.05 -0.54 0.00 -0.03
H -4.12398 0.89362 -4.23615 -0.12 0.52 0.37 0.56
H -2.52205 1.65826 -4.10141 -0.09 -0.03 -0.15 -0.05
C 3.36266 3.00227 5.72695 0.41 0.06 -1.03 -1.01
N 3.20550 3.50005 4.33527 -0.97 0.16 1.63 -0.16
C 3.48939 2.75901 3.23609 1.37 -0.13 2.25 0.63
C 4.66147 1.84923 3.36045 0.46 -0.15 0.03 -1.03
O 3.02067 2.97980 2.17483 -2.00 0.69 -3.12 -0.57
H 4.32072 3.37063 6.09242 -0.05 -0.28 0.39 0.32
H 3.32522 1.91461 5.69110 0.20 0.02 0.31 0.32
H 2.56290 3.32671 6.39001 -0.04 0.23 -0.28 0.34
H 2.50358 4.21803 4.23458 0.00 -0.10 -0.35 0.30
H 5.32303 2.32546 2.63542 0.44 -0.27 0.17 0.30
H 4.48268 0.83497 3.00738 -0.18 0.04 0.14 0.19
H 5.09397 1.87952 4.35788 0.20 -0.26 -0.19 0.44
C 0.78695 -3.53276 4.18351 -0.55 -0.96 -0.24 -0.38
C -0.46253 -2.76594 3.75570 -0.61 0.20 -0.17 -0.85
C 0.04018 -1.80680 2.72284 0.92 -0.39 0.56 0.06
O 1.36251 -1.53695 3.18983 0.75 1.31 -1.04 -0.24
C 1.81795 -2.43496 4.19511 -1.19 0.44 -0.32 -0.37
H 1.00170 -4.28683 3.42263 0.13 0.02 -0.13 0.04
H 0.70032 -4.08634 5.11820 -0.08 0.23 0.11 0.45
H -0.81327 -2.06595 4.51569 -0.31 -0.73 0.59 0.32
H -1.28027 -3.30485 3.27668 -0.08 -0.46 0.71 0.40
H -0.58690 -0.91740 2.78107 0.31 0.24 -0.61 0.06
H 0.09371 -2.24957 1.72680 -0.14 0.25 -0.17 0.14
H 1.71457 -1.90024 5.14164 0.75 -0.11 0.23 0.33
H 2.82867 -2.72471 3.91182 0.09 -0.01 0.51 0.07
C 1.71846 -0.49003 -0.28538 2.25 -0.06 0.89 0.19
C 1.23051 -0.56779 -1.68133 -1.60 0.84 -1.48 0.17
C -0.13907 0.17489 -1.55220 0.40 0.04 -0.25 -0.50
O -0.10432 0.83477 -0.30361 -0.86 1.29 0.87 0.25
C 1.18860 0.81865 0.26289 -0.43 -1.09 0.28 -0.49
H 2.79892 -0.38333 -0.16321 0.20 -0.70 -0.35 0.48
H 1.40603 -1.45528 0.11375 -0.11 0.52 1.15 -0.49
H 1.01193 -1.58920 -1.98210 0.39 0.10 -0.17 -0.55
H 1.81362 -0.07054 -2.45606 0.29 -0.11 0.18 0.26
H -0.96963 -0.53292 -1.57908 -0.09 0.02 0.18 0.25
H -0.35182 0.94582 -2.29479 0.29 -0.28 -0.44 0.20
H 1.12317 0.93701 1.34601 -0.26 -0.64 0.11 0.07
H 1.87263 1.64099 0.03033 -0.25 0.22 -0.86 0.17


(2)
88
Properties=species:S:1:pos:R:3:forces:R:3:mulliken_charge:R:1 method="wB97M-V/def2-TZVPD" gap_ev=11.28 fmax_ha_per_bohr=0.1205 multiplicity=1 e_lumo_ev=0.51
C -1.40817 4.23179 -5.21222 0.50 0.07 0.60 -1.11
C -0.73355 3.25827 -4.18449 -0.18 -0.40 -1.39 -0.61
C 0.04179 2.09009 -4.92437 0.34 0.60 1.36 -0.54
C 1.55595 2.45922 -5.09483 -0.21 -0.06 -0.77 0.36
C 1.73587 3.47558 -6.29520 -0.18 -0.36 0.23 -1.63
C 2.47044 1.23345 -5.40494 -0.25 1.09 0.43 0.19
O 2.16421 0.84103 -6.78035 1.04 -2.66 1.17 -0.45
S 3.00647 -0.59997 -6.89695 2.49 -0.12 -5.67 1.05
O 4.36103 -0.18389 -7.32324 -2.14 -0.68 2.58 -0.61
O 2.45450 -1.48199 -7.94788 -0.32 1.58 3.62 -0.61
O 2.89602 -1.17147 -5.34881 0.51 1.38 -1.61 -0.27
C 2.20141 -0.09164 -4.64535 -3.30 0.89 0.24 -0.80
O 2.22266 -0.09578 -3.26379 1.39 0.09 -0.70 -0.22
C 3.47759 0.37875 -2.74539 2.21 -0.24 0.29 -1.16
C 4.01410 -0.53577 -1.58682 -1.37 -0.45 -0.37 0.57
C 2.96183 -0.48777 -0.43079 0.30 1.21 -0.03 -1.76
C 4.26832 -1.97148 -2.20072 0.04 0.43 0.84 -0.90
C 3.54781 -3.14695 -1.47814 0.47 -1.63 -1.43 0.73
C 4.24337 -4.47962 -1.98223 0.45 0.51 0.69 -1.60
C 2.01734 -3.26333 -1.86032 0.86 0.87 0.52 -0.88
H -2.22451 3.68948 -5.73155 0.39 0.51 0.27 0.29
H -0.68440 4.60936 -5.96324 -0.44 -0.33 0.40 0.26
H -1.78660 5.12836 -4.67624 -0.10 -0.60 -0.41 0.36
H -0.01478 3.78227 -3.52590 -0.55 -0.19 -0.17 0.36
H -1.54851 2.79403 -3.59307 0.57 0.40 -0.05 0.35
H -0.42599 1.86941 -5.90432 0.28 -0.04 0.55 0.37
H -0.04215 1.21712 -4.23802 0.05 0.38 -0.67 0.11
H 1.93705 2.96990 -4.18515 -0.23 -0.62 -0.30 0.58
H 1.72492 4.52309 -5.94175 -0.13 -0.54 -0.18 0.34
H 2.68193 3.30973 -6.84443 -0.43 0.10 0.33 0.44
H 0.89458 3.30480 -6.99998 0.67 0.28 0.28 0.34
H 3.51551 1.60158 -5.33222 -0.37 -0.52 -0.22 0.50
H 1.13981 -0.30849 -4.88110 0.47 0.08 0.22 0.69
H 4.23371 0.27936 -3.56229 -0.42 0.28 0.53 0.52
H 3.45738 1.44784 -2.44020 -0.49 -0.58 -0.17 0.40
H 4.97693 -0.15208 -1.19937 -0.52 0.09 -0.38 0.63
H 1.92855 -0.44250 -0.83869 0.61 -0.50 0.36 0.28
H 3.08792 -1.25909 0.34734 -0.18 0.22 -0.55 0.45
H 3.10190 0.49391 0.08519 -0.13 -0.63 -0.24 0.49
H 3.97386 -1.94172 -3.26805 0.14 -0.34 0.54 0.06
H 5.36856 -2.14254 -2.17067 -0.70 0.00 -0.07 0.27
H 3.71487 -3.15062 -0.38006 -0.20 0.38 -0.68 0.37
H 3.92561 -4.75703 -3.00411 0.12 0.14 0.50 0.35
H 4.04241 -5.30741 -1.27029 -0.11 0.34 -0.59 0.39
H 5.34820 -4.33581 -1.98111 -0.65 -0.19 -0.08 0.40
H 1.79836 -2.43081 -2.56183 -0.23 -0.57 0.49 0.00
H 1.80425 -4.22321 -2.36588 0.00 0.48 0.45 0.48
H 1.43315 -3.13734 -0.92791 -0.11 -0.18 -0.74 0.09
C -1.03994 -1.50034 2.16108 -0.06 0.12 -0.11 -0.86
C 0.15113 -0.56154 2.31232 0.04 -0.13 0.02 0.72
C 0.88713 -0.72572 3.64177 0.07 0.11 0.00 -0.82
C 0.05887 -0.41322 4.89055 -0.10 -0.07 -0.01 -0.73
C -0.53725 0.99395 4.94386 0.09 -0.05 0.08 0.06
C 0.51603 2.09542 4.96135 -0.13 0.09 -0.05 -1.47
H -1.80461 -1.30960 2.91720 0.01 -0.04 0.00 -0.14
H -1.50507 -1.36486 1.18202 -0.03 -0.07 0.04 0.43
H -0.72653 -2.54371 2.24378 -0.03 0.01 0.04 0.31
H -0.17796 0.47392 2.18222 0.03 0.00 0.03 0.29
H 0.85651 -0.76211 1.50050 -0.01 0.06 0.02 -0.59
H 1.77987 -0.09254 3.62940 -0.01 -0.01 0.02 0.32
H 1.25202 -1.75562 3.71871 -0.01 0.01 -0.02 0.43
H 0.69458 -0.56155 5.77027 -0.02 0.02 -0.01 0.40
H -0.75259 -1.14190 4.98244 0.02 0.00 -0.02 0.19
H -1.14376 1.07740 5.85084 -0.04 -0.02 -0.05 0.31
H -1.22036 1.15191 4.10371 0.00 -0.04 0.01 0.16
H 1.18375 1.98163 5.81846 0.03 -0.01 -0.04 0.32
H 0.03827 3.07453 5.03621 0.07 0.00 0.00 0.41
H 1.11944 2.09270 4.05172 0.02 0.00 0.03 0.31
C -5.06349 2.03475 5.12454 -0.15 0.03 -0.05 -1.12
C -5.73794 0.90932 5.90059 0.10 0.05 0.07 -0.45
C -4.79306 -0.24331 6.23847 -0.07 -0.08 0.04 -0.94
C -4.20372 -0.97472 5.03095 0.07 0.06 -0.06 0.21
C -5.22735 -1.57326 4.06619 0.08 -0.08 0.06 -0.43
C -6.10506 -2.64365 4.70400 -0.09 0.04 -0.12 -1.26
H -4.69572 1.69343 4.15483 0.03 0.02 0.03 0.26
H -5.77181 2.84531 4.94015 0.07 0.01 -0.02 0.38
H -4.22153 2.44547 5.68675 0.02 -0.02 -0.04 0.27
H -6.60271 0.54289 5.33966 0.02 -0.03 0.02 0.27
H -6.13157 1.31873 6.83580 -0.03 -0.05 -0.03 0.37
H -5.32328 -0.95814 6.87506 0.03 0.00 -0.02 0.36
H -3.96689 0.14196 6.84583 -0.02 0.01 -0.01 0.37
H -3.55281 -1.77614 5.39842 -0.01 0.00 -0.03 0.43
H -3.55276 -0.29292 4.47387 0.01 0.01 0.03 -0.31
H -4.68842 -2.02009 3.22528 -0.01 0.06 -0.01 0.33
H -5.85746 -0.78589 3.64244 0.03 0.01 0.01 0.30
H -5.49711 -3.46189 5.09686 -0.02 0.02 0.04 0.30
H -6.79097 -3.06090 3.96392 0.00 -0.03 0.07 0.39
H -6.70738 -2.23978 5.51970 0.02 -0.03 0.01 0.29